The following is a DFT calculation (the ωB97M-V functional and the def2-TZVPD basis) of H3O2PS as an isolated structure.

Its charge is 0. The HOMO energy is -0.34771 hartree. The LUMO energy comes out at 0.153 eV. The calculation puts the largest force on an atom at 0.0746 hartree/bohr. The value obtained for the energy relative to the best compared isomer or geometry (same formula, charge and spin) is 49.7 kcal per mole. As for the HOMO-LUMO gap: 9.6149 eV.

Last column: Mulliken charge in e.
CARTESIAN COORDINATES (ANGSTROEM)
O 1.386 -0.305 -1.090  -0.38
O -1.001 -1.323 0.290  -0.70
P 0.800 0.002 0.339  0.52
S -0.245 1.784 -0.006  -0.23
H 0.843 -0.186 -1.874  0.33
H -1.034 -1.785 1.121  0.28
H -0.748 1.814 1.221  0.18

Cartesian forces (eV/Å) of the 2 atoms listed first:
0.362 -0.149 -0.501
2.716 2.539 -0.815



The following is a DFT calculation (the ωB97M-V functional and the def2-TZVPD basis) of a 3-piece molecular cluster, C23H45FIN4O6 overall.

Its charge is +1. The HOMO energy is -0.36867 hartree. The LUMO energy comes out at -4.234 eV. The calculation puts the largest force on an atom at 0.0568 hartree/bohr. The value obtained for the energy relative to the best compared isomer or geometry (same formula, charge and spin) is 0.0 kcal per mole. As for the HOMO-LUMO gap: 5.7979 eV.

Last column: Mulliken charge in e.
CARTESIAN COORDINATES (ANGSTROEM)
C -0.987 -7.859 2.517  -0.64
O -1.684 -6.589 2.364  -0.29
C -1.479 -6.090 1.091  -0.99
O -1.288 -6.869 0.196  -0.45
C -1.546 -4.572 0.802  1.14
C -2.861 -4.060 0.401  1.24
C -4.127 -4.940 0.267  -1.27
C -2.934 -2.649 0.117  -0.50
F -4.113 -2.113 -0.256  -0.33
N -1.858 -1.834 0.182  0.09
C -0.582 -2.249 0.528  -0.09
C 0.509 -1.144 0.487  -0.20
C 1.676 -1.281 1.527  -1.12
C 2.981 -1.976 0.920  -0.83
I 4.403 -0.569 0.120  0.12
C -0.411 -3.650 0.860  0.78
N 0.865 -4.159 1.243  -0.41
H -1.539 -8.700 2.029  0.27
H 0.062 -7.793 2.133  0.30
H -0.943 -8.079 3.615  0.25
H -5.010 -4.397 0.705  0.33
H -4.370 -5.204 -0.798  0.33
H -4.036 -5.885 0.863  0.39
H -2.016 -0.845 -0.051  0.39
H -0.026 -0.180 0.737  0.08
H 0.871 -0.995 -0.571  0.34
H 1.362 -1.756 2.494  0.37
H 1.999 -0.236 1.790  0.50
H 3.420 -2.700 1.658  0.38
H 2.609 -2.618 0.075  0.41
H 1.165 -3.731 2.127  0.21
H 0.847 -5.162 1.435  0.24
C 6.330 2.775 -1.185  -0.44
O 6.605 2.071 -2.383  -0.32
C 5.475 1.381 -2.918  -0.70
C 4.987 2.047 -4.197  -0.19
N 4.370 3.342 -3.921  -0.36
C 4.142 4.162 -5.114  -0.68
C 5.361 4.581 -5.944  -0.47
O 6.222 5.503 -5.292  -0.43
C 7.155 4.919 -4.399  -0.50
H 7.282 3.095 -0.760  0.25
H 5.729 3.667 -1.378  0.29
H 5.823 2.136 -0.455  0.05
H 4.672 1.279 -2.181  0.23
H 5.823 0.373 -3.167  0.36
H 4.253 1.397 -4.683  0.38
H 5.850 2.149 -4.864  0.18
H 4.964 3.865 -3.290  0.09
H 3.642 5.073 -4.774  0.37
H 3.432 3.640 -5.765  0.39
H 4.981 5.110 -6.823  0.35
H 5.927 3.727 -6.331  0.34
H 7.488 3.932 -4.731  0.27
H 6.734 4.862 -3.392  0.14
H 8.025 5.575 -4.346  0.31
C -5.021 4.434 2.042  -0.70
O -5.010 3.710 3.261  -0.33
C -6.235 3.030 3.536  -0.82
C -6.058 1.524 3.405  -0.12
N -5.866 1.129 2.010  -0.29
C -5.405 -0.247 1.837  -0.91
C -4.052 -0.633 2.450  -0.58
O -2.923 -0.017 1.828  -0.31
C -2.651 1.306 2.284  -0.65
H -4.134 5.068 2.021  0.24
H -4.978 3.761 1.181  0.29
H -5.904 5.074 1.968  0.34
H -7.054 3.399 2.913  0.41
H -6.484 3.255 4.577  0.40
H -6.945 1.021 3.801  0.37
H -5.198 1.240 4.023  0.15
H -5.187 1.744 1.581  0.07
H -5.347 -0.421 0.761  0.46
H -6.175 -0.925 2.222  0.41
H -3.921 -1.709 2.290  0.32
H -4.022 -0.489 3.534  0.42
H -2.901 1.443 3.337  0.30
H -3.177 2.036 1.667  0.20
H -1.582 1.492 2.158  0.36

Cartesian forces (eV/Å) of the 2 atoms listed first:
0.086 -1.151 0.842
1.054 1.556 -1.086



The following is a DFT calculation (the ωB97M-V functional and the def2-TZVPD basis) of C2H3I3O as an isolated structure.

Its charge is 0. The HOMO energy (spin up / spin down) is -0.28541 / -0.28543 hartree. The LUMO energy (spin up / spin down) comes out at -0.652 / -0.652 eV. The calculation puts the largest force on an atom at 0.0442 hartree/bohr. The value obtained for the energy relative to the best compared isomer or geometry (same formula, charge and spin) is 96.9 kcal per mole. As for the HOMO-LUMO gap (spin up / spin down): 7.1139 / 7.1148 eV.

Last column: Mulliken charge in e.
CARTESIAN COORDINATES (ANGSTROEM)
C 1.360 -1.300 -0.520  -0.54
C -1.877 1.397 0.619  -0.56
O 0.500 -0.134 -0.518  -0.46
I -1.425 -0.285 -0.262  0.66
I -0.896 1.707 2.467  0.06
I -2.518 3.098 -0.417  0.09
H 1.214 -1.809 0.479  0.31
H 2.339 -0.691 -0.414  0.20
H 1.302 -1.983 -1.434  0.25

Cartesian forces (eV/Å) of the 2 atoms listed first:
1.079 1.541 1.273
0.088 -0.346 0.276



The following is a DFT calculation (the ωB97M-V functional and the def2-TZVPD basis) of a single C4H8N2O molecule.

The SMILES is C[C@@]1(C(N)=O)CN1. Its charge is 0. The HOMO energy is -0.33909 hartree. The LUMO energy comes out at 0.968 eV. The calculation puts the largest force on an atom at 0.0355 hartree/bohr. The value obtained for the energy relative to the best compared isomer or geometry (same formula, charge and spin) is 66.4 kcal per mole. As for the HOMO-LUMO gap: 10.1955 eV.

Last column: Mulliken charge in e.
CARTESIAN COORDINATES (ANGSTROEM)
C 1.634 0.376 0.468  -1.06
C 0.334 0.161 -0.279  0.79
C -0.648 -0.605 0.922  0.38
N -1.933 -1.085 0.934  -0.40
O -0.089 -0.745 2.005  -0.67
C -0.282 1.031 -1.331  -0.49
N 0.169 -0.315 -1.656  -0.66
H 2.498 -0.208 0.122  0.30
H 1.913 1.418 0.666  0.27
H 1.285 -0.075 1.448  0.36
H -2.594 -1.165 0.186  0.18
H -2.183 -1.542 1.813  0.26
H -1.359 1.153 -1.283  0.21
H 0.232 1.880 -1.799  0.26
H 1.024 -0.279 -2.216  0.25

Cartesian forces (eV/Å) of the 2 atoms listed first:
-0.338 -0.357 0.637
-0.900 -0.580 0.869



The following is a DFT calculation (the ωB97M-V functional and the def2-TZVPD basis) of C43H42N2O4P3S2V as an isolated structure.

Its charge is -1. The HOMO energy (spin up / spin down) is -0.09859 / -0.09848 hartree. The LUMO energy (spin up / spin down) comes out at 2.311 / 2.311 eV. The calculation puts the largest force on an atom at 0.0948 hartree/bohr. The spin multiplicity is 2. As for the HOMO-LUMO gap (spin up / spin down): 4.9940 / 4.9908 eV.

Last column: Mulliken charge in e.
CARTESIAN COORDINATES (ANGSTROEM)
V 0.375 1.353 -0.724  0.81
O -0.421 1.130 -2.224  -0.69
C -0.699 0.212 -3.151  0.21
C -1.599 0.469 -4.181  -0.53
C -1.912 -0.506 -5.112  -0.53
C -1.309 -1.767 -5.034  -0.56
C -0.409 -2.033 -4.023  -0.92
C -0.080 -1.067 -3.051  1.07
C 0.856 -1.362 -2.011  -0.89
N 1.195 -0.482 -1.072  0.71
N 2.218 -0.826 -0.223  -0.81
C 2.427 0.166 0.594  0.15
O 1.627 1.214 0.530  -0.69
C 3.568 0.152 1.514  0.49
C 4.366 -0.985 1.665  -0.16
C 5.457 -0.965 2.519  -0.72
C 5.771 0.187 3.235  -0.36
C 4.977 1.317 3.092  -0.74
C 3.882 1.301 2.238  -0.12
H -2.057 1.453 -4.225  0.46
H -2.628 -0.290 -5.898  0.37
H -1.545 -2.527 -5.769  0.38
H 0.065 -3.009 -3.955  0.35
H 1.351 -2.327 -2.000  0.25
H 4.105 -1.873 1.101  0.47
H 6.073 -1.851 2.626  0.37
H 6.638 0.209 3.887  0.40
H 5.213 2.219 3.647  0.38
H 3.252 2.175 2.117  0.45
C -5.351 3.550 0.351  -1.13
C -4.436 2.585 -0.391  0.33
O -3.074 3.021 -0.445  -0.40
P -2.003 2.561 0.717  0.22
S -0.315 3.515 0.080  -0.70
S -2.318 -0.445 -0.574  0.23
O -2.605 3.569 1.919  -0.08
C -2.004 3.572 3.194  0.34
C -2.813 4.466 4.111  -1.51
H -6.394 3.235 0.235  0.41
H -5.234 4.559 -0.054  0.30
H -5.097 3.583 1.407  0.14
H -4.754 2.510 -1.430  0.33
H -4.490 1.585 0.053  -0.19
H -0.973 3.939 3.119  0.27
H -1.971 2.557 3.613  -0.04
H -2.837 5.486 3.722  0.33
H -2.373 4.473 5.113  0.42
H -3.841 4.101 4.182  0.31
C -1.570 -3.785 2.402  -1.40
P -0.848 -2.331 1.434  -0.37
C 0.040 -1.447 2.774  1.76
C 1.097 -2.164 3.348  -1.44
C 1.926 -1.588 4.293  -0.97
C 1.722 -0.269 4.677  -0.75
C 0.715 0.470 4.077  -0.95
C -0.112 -0.110 3.119  1.53
C -2.404 -1.399 1.026  2.28
C -3.259 -0.777 2.062  -0.68
C -4.588 -0.698 1.929  -0.63
C -5.273 -1.342 0.834  -0.70
C -4.592 -2.035 -0.088  -1.02
C -3.125 -2.050 -0.110  -2.09
P -3.049 -3.733 3.527  -0.02
C -2.574 -2.712 4.982  0.31
C -1.403 -2.888 5.712  -0.16
C -1.131 -2.085 6.809  -0.57
C -2.031 -1.100 7.198  -0.49
C -3.217 -0.933 6.498  -0.59
C -3.485 -1.740 5.397  -0.37
C -2.879 -5.395 4.316  0.54
C -3.566 -5.613 5.516  -0.48
C -3.588 -6.864 6.111  -0.62
C -2.932 -7.935 5.512  -0.45
C -2.257 -7.736 4.318  -0.62
C -2.235 -6.478 3.723  -0.45
H -0.728 -4.279 2.893  0.96
H -1.913 -4.455 1.608  0.68
H 1.294 -3.181 3.017  0.33
H 2.753 -2.154 4.707  0.41
H 2.376 0.192 5.409  0.45
H 0.588 1.517 4.328  0.42
H -0.845 0.501 2.607  -0.70
H -2.772 -0.359 2.932  0.77
H -5.175 -0.207 2.699  0.47
H -6.356 -1.306 0.799  0.45
H -5.108 -2.588 -0.865  0.42
H -2.639 -2.882 -0.608  0.76
H -0.699 -3.661 5.425  0.36
H -0.209 -2.224 7.363  0.40
H -1.805 -0.463 8.046  0.38
H -3.932 -0.178 6.804  0.42
H -4.412 -1.620 4.844  0.42
H -4.084 -4.786 5.990  0.34
H -4.120 -7.009 7.044  0.38
H -2.951 -8.916 5.972  0.36
H -1.742 -8.564 3.844  0.38
H -1.705 -6.349 2.787  0.35

Cartesian forces (eV/Å) of the 2 atoms listed first:
-0.838 0.654 1.009
-2.104 -0.756 -4.333



The following is a DFT calculation (the ωB97M-V functional and the def2-TZVPD basis) of C3HLiO4Sn as an isolated structure.

Its charge is +3. The HOMO energy (spin up / spin down) is -0.86694 / -0.86434 hartree. The LUMO energy (spin up / spin down) comes out at -14.223 / -16.496 eV. The calculation puts the largest force on an atom at 0.1398 hartree/bohr. The spin multiplicity is 2. The value obtained for the energy relative to the best compared isomer or geometry (same formula, charge and spin) is 51.0 kcal per mole. As for the HOMO-LUMO gap (spin up / spin down): 9.3678 / 7.0241 eV.

Last column: Mulliken charge in e.
CARTESIAN COORDINATES (ANGSTROEM)
O -2.030 0.696 -0.291  -0.50
C -0.981 1.516 -0.331  0.85
O 0.178 0.881 0.029  -0.14
O -1.253 2.575 0.184  -0.29
Sn -1.715 -1.330 -0.336  1.21
C 0.216 -0.450 -0.019  -0.38
C 1.437 -1.040 0.136  0.73
O 2.383 -1.677 0.174  0.01
Li 4.429 -2.608 0.205  1.01
H -2.664 1.437 0.250  0.52

Cartesian forces (eV/Å) of the 2 atoms listed first:
-3.537 0.968 0.103
-0.576 3.967 5.968



- The lowest largest force on an atom belongs to which entry?
  C4H8N2O